10
Properties=species:S:1:pos:R:3 method="wB97M-V/def2-TZVPD" total_charge=-1 e_homo_ev="-4.1 / -4.1" mol_weight_g_mol=120.02 de_lowest_kj_mol=452.8 largest_force_ev_per_a=2.836 lumo_ha="0.1415 / 0.1415" e_tot_ha=-699.81322
C -0.355 -0.853 -0.424
C -1.025 -0.154 0.500
P -2.607 0.789 0.020
O -2.575 1.148 -1.465
O -2.768 1.763 1.128
N -2.914 -0.823 0.504
O -2.998 -1.664 -0.425
H 0.743 -0.811 -0.393
H -0.883 -1.468 -1.143
H -0.477 0.000 1.353

---

10
Properties=species:S:1:pos:R:3 method="wB97M-V/def2-TZVPD" total_charge=0 e_homo_ev="-10.7 / -10.6" mol_weight_g_mol=121.12 de_lowest_kj_mol=362.5 largest_force_ev_per_a=4.086 lumo_ha="-0.0575 / -0.0543" e_tot_ha=-756.53807
C -0.838 -1.391 0.012
C -0.320 1.258 0.034
N -1.702 -0.502 -0.029
O 1.727 0.311 -1.293
O 1.925 0.416 1.157
O 0.472 -1.300 0.110
S 1.127 0.248 -0.007
H -1.174 -2.433 -0.047
H -0.615 1.684 -0.900
H -0.601 1.708 0.963

---

10
Properties=species:S:1:pos:R:3 method="wB97M-V/def2-TZVPD" total_charge=0 e_homo_ev="-10.1 / -10.1" mol_weight_g_mol=121.12 de_lowest_kj_mol=216.4 largest_force_ev_per_a=2.436 lumo_ha="-0.0506 / -0.0506" e_tot_ha=-756.59372
C -3.344 1.024 0.260
C 0.018 0.155 -0.128
N -2.987 2.118 0.276
O -1.618 -1.990 0.784
O -3.698 -0.167 0.230
O -1.086 -0.281 -0.903
S -2.101 -1.395 -0.410
H -0.168 1.176 0.210
H 0.907 0.118 -0.760
H 0.142 -0.507 0.736

---

10
Properties=species:S:1:pos:R:3 method="wB97M-V/def2-TZVPD" total_charge=0 e_homo_ev=-11.1 mol_weight_g_mol=105.05 de_lowest_kj_mol=320.7 largest_force_ev_per_a=1.717 lumo_ha=-0.0302 e_tot_ha=-433.64143
O -2.297 -0.807 -0.180
C -1.334 -0.108 0.024
O -1.414 1.222 0.041
C 0.019 -0.818 0.237
N 1.300 -0.031 -0.005
O 2.274 -0.738 -0.117
O 1.328 1.212 -0.045
H -0.477 1.557 0.096
H 0.095 -1.644 -0.463
H 0.040 -1.244 1.244

---

11
Properties=species:S:1:pos:R:3 method="wB97M-V/def2-TZVPD" total_charge=0 e_homo_ev=-11.3 mol_weight_g_mol=137.12 de_lowest_kj_mol=5.6 largest_force_ev_per_a=4.110 lumo_ha=0.0168 e_tot_ha=-831.87242
C 0.585 -0.934 -0.870
C 0.082 1.489 -0.284
N -0.162 0.081 -0.316
O 1.383 -1.008 -1.756
O 0.256 -0.915 2.079
O -1.936 -1.300 1.249
O 0.127 -2.055 -0.117
S -0.597 -1.103 0.944
H 0.290 1.893 -1.368
H -0.827 2.098 -0.042
H 0.799 1.755 0.480

---

11
Properties=species:S:1:pos:R:3 method="wB97M-V/def2-TZVPD" total_charge=0 e_homo_ev=-11.3 mol_weight_g_mol=137.12 de_lowest_kj_mol=263.0 largest_force_ev_per_a=3.037 lumo_ha=0.0175 e_tot_ha=-831.77441
C -1.573 -0.552 0.603
S -0.162 0.534 0.483
O -0.416 1.683 -0.310
O 0.570 0.606 1.736
N 0.718 -0.440 -0.635
O 0.964 0.370 -1.808
C 1.952 -0.011 -1.042
O 3.095 0.096 -0.854
H -1.382 -1.306 -0.085
H -1.302 -0.943 1.548
H -2.465 -0.036 0.363